Record 1
Molecular formula: C8H15N6
Method: DFT, ωB97M-V with the def2-TZVPD basis set

Atoms and positions in Å:
N  -0.51  -0.97  -0.87
N  -2.51  -1.32  2.62
N  -1.59  -1.02  -1.57
N  -1.27  -1.08  0.81
N  0.37  -0.10  -1.07
N  -0.07  -1.33  2.76
C  -2.60  -1.31  0.46
C  -2.71  -1.26  -1.01
C  -3.40  -1.36  1.55
C  -1.19  -1.22  2.14
C  1.69  -0.24  -0.39
C  0.10  1.18  -1.65
C  2.79  -0.58  -1.36
C  -1.03  1.91  -0.90
H  -1.70  1.26  -0.43
H  2.47  -0.50  -2.41
H  1.51  -1.00  0.34
H  -3.59  -1.36  -1.58
H  -0.72  2.75  -0.24
H  0.68  -1.64  2.20
H  0.16  -1.09  3.76
H  1.68  0.84  0.08
H  3.15  -1.61  -1.25
H  -1.75  2.32  -1.52
H  -0.32  1.05  -2.67
H  0.87  1.86  -1.54
H  3.72  0.07  -1.27
H  -4.42  -1.57  1.60
H  -2.97  -1.60  3.58

As for the net charge: +1. The electronic energy is -17469.414 eV. As for the max |F|: 5.06 eV/A. Its relative energy (zero: lowest compared OMol25 entry of this formula, charge and spin) is 93.4 kcal per mole. Its HOMO energy is -11.66 eV. For the HOMO-LUMO gap, the calculation gives 8.36 eV.

Record 2
Molecular formula: C8H15NO
Method: DFT, ωB97M-V with the def2-TZVPD basis set

Atoms and positions in Å:
O  0.45  2.33  0.85
N  1.25  1.63  -0.06
C  -0.18  -0.37  1.94
C  2.31  -0.34  -0.77
C  -2.18  0.78  0.05
C  -0.84  0.44  -1.97
C  -0.90  0.42  -0.64
C  0.06  -1.99  0.03
C  1.14  0.32  -0.08
C  0.06  -0.53  0.45
H  -1.15  -0.78  2.21
H  -1.64  0.86  -2.55
H  1.99  -1.02  -1.56
H  -2.01  1.46  0.88
H  2.96  0.42  -1.20
H  -2.68  -0.11  0.45
H  -0.16  0.66  2.27
H  0.04  -2.11  -1.06
H  0.68  3.25  0.68
H  -2.88  1.24  -0.64
H  2.86  -0.93  -0.04
H  0.61  -0.89  2.49
H  0.96  -2.51  0.38
H  0.07  0.25  -2.51
H  -0.84  -2.47  0.41

As for the net charge: 0. The electronic energy is -12073.114 eV. As for the max |F|: 4.42 eV/A. Its relative energy (zero: lowest compared OMol25 entry of this formula, charge and spin) is 101.9 kcal per mole. The SMILES is C=C(C)C(C)(C)/C(C)=N\O. Its HOMO energy is -8.17 eV. For the HOMO-LUMO gap, the calculation gives 9.03 eV.